A cluster of 2 separate species, C14H16O2 in total at a distorted geometry. Source: OMol25; level of theory: the ωB97M-V functional and the def2-TZVPD basis.

Summary:
* orbital gap: 0.32390 Ha
* SMILES: Cc1ccc(O)cc1.Cc1ccc(O)cc1
* energy relative to the best compared isomer or geometry (same formula, charge and spin): 64.9 kcal/mol

CARTESIAN COORDINATES (ANGSTROEM)
C -2.77230 1.05675 -1.19485
C -2.96860 0.09210 1.23162
C -2.22803 0.79062 0.29893
C -2.49374 -0.09121 2.55115
C -1.20892 0.31475 2.74047
C -1.03421 1.31870 0.65145
C -0.47164 1.09805 1.89370
O -0.48315 -0.37623 3.72031
H -4.07723 -0.25757 1.10342
H -3.01518 -0.68940 3.38273
H -2.08033 1.43233 -1.75891
H -3.74686 1.72738 -0.98289
H -0.40408 1.74470 -0.19839
H 0.19248 0.18987 4.17959
H 0.56772 1.21699 2.03679
H -3.27086 0.06717 -1.41895
C 1.78219 1.34999 -2.62500
C 3.16159 -1.30058 -0.36107
C 1.98781 -2.05245 -0.09795
C 3.06138 -0.28565 -1.25016
C 1.75143 0.15749 -1.75077
C 0.74578 -1.60346 -0.50228
C 0.58484 -0.61079 -1.47476
O 2.23771 -3.10381 0.74814
H 4.05887 -1.58824 0.17295
H 3.95032 0.45937 -1.43059
H -0.24544 -2.09670 -0.34752
H 1.34841 -3.46915 1.15301
H 2.47871 2.12065 -2.30758
H 0.89096 1.82013 -2.67854
H -0.39669 -0.42287 -1.84993
H 2.09704 0.99105 -3.63410

Cartesian forces, eV/Å:
C -7.02 -2.89 7.28
C -2.98 -0.56 1.85
C -1.98 0.35 -2.62
C -1.29 -1.04 -0.48
C 2.39 -0.92 1.92
C 2.52 1.09 -1.42
C -1.06 -0.40 -1.26
O 0.25 1.04 1.32
H 2.25 0.64 -0.43
H 0.79 0.98 -1.66
H 3.66 2.04 -3.62
H 2.42 -0.93 -1.02
H -0.82 -0.22 1.46
H -1.03 -0.64 -0.89
H 0.90 0.41 0.35
H 0.99 1.07 -0.76
C 2.63 -1.39 -1.14
C -0.91 -1.15 -0.09
C 0.58 0.66 1.19
C -0.68 3.38 -0.55
C 0.91 -1.62 0.48
C -1.69 -1.41 -1.29
C 3.47 1.24 0.99
O -3.11 -1.24 1.25
H 0.08 0.02 -0.28
H -1.72 -1.73 0.22
H 1.28 -0.23 0.67
H 2.59 1.16 -1.34
H 0.37 -0.17 0.16
H -3.18 1.36 -0.44
H -0.32 0.45 -0.26
H -0.28 0.65 0.43